118
Properties=species:S:1:pos:R:3 method="wB97M-V/def2-TZVPD" e_tot_ev=-143123.3931 charge=+1 homo_energy_ev=-10.70 orbital_gap_ev=8.165 max_force_ev_per_a=0.6
Tl -0.171 0.798 -1.262
Cl 0.865 2.745 1.164
C 0.549 3.672 -0.270
C 0.301 2.966 -1.435
C 0.122 3.692 -2.599
Cl -0.104 2.825 -4.080
C 0.129 5.084 -2.610
Cl -0.141 5.946 -4.066
C 0.347 5.768 -1.413
Cl 0.343 7.481 -1.395
C 0.575 5.061 -0.229
Cl 0.873 5.891 1.240
C -3.091 1.373 1.945
N -1.946 0.582 2.378
C -1.243 1.311 3.429
C -2.393 -0.694 2.935
C -2.813 -1.776 1.958
N -1.783 -2.263 1.054
C -2.235 -3.485 0.413
C -0.490 -2.424 1.675
H -3.731 0.790 1.285
H -2.750 2.259 1.405
H -3.706 1.705 2.795
H -1.795 1.293 4.380
H -1.114 2.351 3.136
H -0.254 0.880 3.594
H -3.247 -0.526 3.613
H -1.592 -1.079 3.569
H -3.667 -1.450 1.355
H -3.187 -2.605 2.587
H -2.370 -4.313 1.126
H -1.511 -3.801 -0.341
H -3.192 -3.308 -0.083
H -0.515 -3.033 2.596
H -0.066 -1.448 1.911
H 0.186 -2.920 0.976
C -2.152 -0.063 -1.258
Si -2.813 0.089 -3.001
C -1.387 -0.473 -4.150
N -0.131 -0.759 -3.420
C -0.179 -2.114 -2.802
C 0.601 -3.184 -3.569
C 0.465 -2.983 -5.074
C 1.028 -1.615 -5.486
C 1.040 -0.637 -4.306
C -4.315 -0.999 -3.242
C -4.201 -2.386 -3.379
C -5.323 -3.194 -3.477
C -6.589 -2.625 -3.442
C -6.724 -1.251 -3.310
C -5.597 -0.449 -3.210
C -3.257 1.879 -3.311
C -3.654 2.281 -4.590
C -3.906 3.612 -4.880
C -3.766 4.575 -3.889
C -3.390 4.198 -2.609
C -3.140 2.861 -2.327
H -2.095 -1.069 -0.850
H -2.723 0.533 -0.550
H -1.188 0.298 -4.897
H -1.723 -1.352 -4.713
H -1.226 -2.405 -2.714
H 0.183 -2.065 -1.769
H 0.230 -4.167 -3.273
H 1.656 -3.163 -3.280
H -0.590 -3.057 -5.347
H 0.971 -3.784 -5.613
H 0.460 -1.206 -6.322
H 2.056 -1.720 -5.838
H 1.098 0.397 -4.649
H 1.930 -0.814 -3.698
H -3.225 -2.856 -3.420
H -5.212 -4.264 -3.587
H -7.467 -3.252 -3.523
H -7.709 -0.803 -3.287
H -5.720 0.623 -3.110
H -3.767 1.544 -5.379
H -4.208 3.901 -5.878
H -3.957 5.616 -4.114
H -3.291 4.944 -1.831
H -2.844 2.595 -1.318
C 2.949 -4.452 2.103
C 3.638 -3.600 3.159
C 4.184 -2.270 2.645
S 2.891 -1.076 2.195
O 3.582 0.131 1.648
C 2.318 -0.666 3.892
C 2.736 0.736 4.319
C 4.191 0.820 4.760
H 2.496 -5.333 2.558
H 3.652 -4.784 1.342
H 2.164 -3.899 1.588
H 4.482 -4.151 3.580
H 2.964 -3.423 4.001
H 4.768 -2.394 1.731
H 4.814 -1.781 3.390
H 2.712 -1.420 4.574
H 1.232 -0.773 3.874
H 2.073 1.045 5.131
H 2.570 1.428 3.490
H 4.392 0.135 5.586
H 4.436 1.827 5.096
H 4.857 0.577 3.933
N 5.571 -3.015 -2.036
C 4.384 -2.742 -1.452
O 3.642 -3.605 -1.027
C 3.993 -1.295 -1.366
C 4.870 -0.223 -1.460
C 4.359 1.058 -1.386
C 2.994 1.225 -1.255
N 2.143 0.201 -1.150
C 2.649 -1.035 -1.163
H 5.842 -3.980 -2.123
H 6.126 -2.315 -2.493
H 5.936 -0.375 -1.565
H 4.998 1.927 -1.433
H 2.562 2.216 -1.238
H 1.981 -1.870 -1.015

=====

17
Properties=species:S:1:pos:R:3 method="wB97M-V/def2-TZVPD" e_tot_ev=-11916.3476 multiplicity=2 charge=+1 homo_energy_ev="-13.32 / -13.32" orbital_gap_ev="8.615 / 4.577" max_force_ev_per_a=1.4
O -1.256 2.673 -0.291
C -1.283 1.639 -0.826
C -1.874 0.314 -0.062
C -0.646 -0.474 0.347
C -0.954 -1.179 1.685
O -0.782 -2.339 1.867
N -2.746 -0.396 -0.875
H -0.891 1.461 -1.847
H -2.483 0.724 0.747
H -0.426 -1.212 -0.430
H 0.270 0.125 0.467
H -1.352 -0.504 2.468
H -2.357 -0.956 -1.631
H -3.653 0.015 -1.135
H 7.436 0.249 0.301
H 6.388 -0.498 -0.589
O 6.608 0.356 -0.195

=====

15
Properties=species:S:1:pos:R:3 method="wB97M-V/def2-TZVPD" e_tot_ev=-7830.7090 charge=0 homo_energy_ev=-9.44 smiles="CCO/C=N/C" orbital_gap_ev=10.548 max_force_ev_per_a=0.5
C 0.362 1.460 2.217
C 0.011 0.651 0.996
O 1.170 0.000 0.458
C 0.867 -0.697 -0.659
N -0.305 -0.652 -1.109
C -0.858 -1.309 -2.250
H 0.730 0.833 3.032
H 1.104 2.229 1.986
H -0.555 1.960 2.552
H -0.733 -0.120 1.224
H -0.428 1.279 0.216
H 1.746 -1.242 -1.028
H -1.065 -0.551 -3.013
H -1.828 -1.714 -1.942
H -0.264 -2.118 -2.698

=====

33
Properties=species:S:1:pos:R:3 method="wB97M-V/def2-TZVPD" e_tot_ev=-22872.7365 charge=0 homo_energy_ev=-8.69 smiles=O.O.O.O.O.O.O.O.O.O.O orbital_gap_ev=8.492 max_force_ev_per_a=6.2
H -1.549 -1.148 -0.225
H -0.696 -0.239 -0.883
H 0.427 0.407 0.560
H 1.811 1.117 1.071
H 0.696 3.120 1.267
H 1.132 4.422 0.794
H 3.000 -2.325 -2.443
H 3.189 -2.391 -0.877
H -0.553 -0.309 4.037
H -1.911 -0.080 4.515
H 0.115 3.833 -1.731
H 0.380 2.702 -2.684
H -2.560 2.063 -0.454
H -1.488 1.195 -1.053
H 2.365 -2.126 0.556
H 3.437 -1.205 1.100
H -2.354 -0.752 2.441
H -1.550 -1.519 1.406
H -2.649 -0.340 -3.174
H -1.266 -0.292 -2.949
H 0.201 -2.374 -1.882
H 0.298 -2.661 -0.367
O -1.264 -0.279 -0.091
O 1.276 0.333 1.147
O 0.519 3.690 0.578
O 3.044 -2.857 -1.695
O -1.358 -0.754 4.047
O 0.788 3.149 -1.853
O -2.419 1.229 -0.783
O 2.664 -1.708 1.402
O -1.580 -0.643 1.805
O -2.000 -0.375 -2.432
O -0.142 -2.885 -1.148